Computed, not measured: a molecular structure, C18H22AgN5Se3Te, with wB97M-V/def2-TZVPD.

The value obtained for the largest force on an atom is 0.69 eV Å⁻¹. Its total energy is -8592.21235 Ha. Its charge is -2. As for the lowest unoccupied orbital energy: 4.26 eV. For the highest occupied orbital energy, the calculation gives -0.18 eV. The calculation puts the HOMO-LUMO gap at 4.4 eV.

Each line ends with the Löwdin charge.
Element x y z (Å)
H 2.65 -1.49 1.64  0.058
C 0.47 3.14 1.59  -0.132
H -2.69 4.53 -2.16  0.089
C -1.92 1.22 -1.97  -0.203
H -1.12 -2.47 1.54  0.125
H 0.80 0.32 3.99  0.084
C -0.33 -3.41 -0.07  -0.530
C 0.23 -2.29 4.05  -0.095
H -5.18 1.15 -2.98  0.085
C 0.71 1.59 -0.29  -0.311
Ag 1.79 -1.36 -1.22  0.382
C 1.30 -0.28 3.23  -0.090
H -0.84 1.48 1.19  0.110
H -1.06 -0.75 -2.06  0.057
C 0.04 2.03 0.87  -0.097
Se 1.16 -2.52 -4.13  -0.388
H -2.09 -4.32 0.45  0.071
Te 4.33 -1.31 -2.35  0.019
N -0.24 -2.83 1.21  0.115
C 2.27 3.44 0.04  -0.114
N 0.64 -3.44 -0.87  0.088
H 0.44 -3.83 -1.80  -0.026
H 3.16 3.97 -0.28  0.089
N 1.96 -2.05 1.14  0.142
N 0.45 -1.42 2.91  -0.186
H 1.17 -2.60 4.53  0.083
C -3.17 0.73 -2.37  -0.061
H -0.30 -3.20 3.74  0.072
C 1.59 3.86 1.18  -0.143
H 2.28 -0.58 3.61  0.086
H 2.43 1.97 -1.52  0.099
Se 5.87 -2.49 -0.79  -0.601
C -2.84 3.46 -2.22  -0.110
C 0.85 -2.10 1.72  -0.466
C -4.08 2.95 -2.59  -0.140
H 1.93 4.72 1.74  0.075
N -1.64 -3.84 -0.32  0.105
C -4.23 1.57 -2.67  -0.123
C -0.85 0.23 -1.65  -0.146
H -0.82 3.04 -1.64  0.103
H -4.90 3.61 -2.83  0.079
C -1.78 2.61 -1.91  -0.033
H -1.72 -4.34 -1.19  0.083
C 0.31 0.39 -0.99  -0.162
H -0.38 -1.78 4.80  0.075
H -3.30 -0.35 -2.44  0.102
H 1.43 0.34 2.34  0.076
H -0.08 3.44 2.47  0.085
Se 3.44 -3.06 -4.01  -0.423
C 1.86 2.32 -0.66  -0.060